{
  "formula": "C30H30MgN5OSi",
  "method": "ωB97M-V with the def2-TZVPD basis set",
  "symbols": ["Mg", "N", "C", "N", "C", "N", "N", "C", "C", "C", "C", "C", "C", "N", "C", "C", "C", "C", "C", "C", "H", "H", "H", "H", "H", "H", "H", "H", "H", "H", "H", "C", "C", "C", "C", "Si", "O", "C", "C", "C", "C", "C", "C", "C", "C", "C", "C", "C", "C", "H", "H", "H", "H", "H", "H", "H", "H", "H", "H", "H", "H", "H", "H", "H", "H", "H", "H", "H"],
  "xyz": [[-0.1389, -0.3457, 0.1904], [-1.4149, -2.8064, -3.1146], [-0.6156, -2.0912, -2.3437], [-1.0072, -1.0788, -1.6009], [-2.3846, -0.7470, -1.5949], [-2.9140, 0.0434, -0.7048], [-1.9656, 0.4738, 0.2072], [-2.2930, 0.7963, 1.3901], [-1.1828, 1.0955, 2.3331], [-1.4283, 1.4187, 3.6478], [-0.3519, 1.6397, 4.4972], [0.9334, 1.5429, 3.9991], [1.1027, 1.2005, 2.6678], [0.0753, 0.9713, 1.8469], [-3.2567, -1.3809, -2.5805], [-4.5855, -0.9937, -2.7686], [-5.3964, -1.7099, -3.6211], [-4.8923, -2.8272, -4.2916], [-3.5791, -3.2099, -4.1309], [-2.7641, -2.4743, -3.2810], [-1.0489, -3.6214, -3.5742], [0.4301, -2.3760, -2.3438], [-3.3225, 0.8033, 1.7351], [-2.4486, 1.4888, 4.0039], [-0.5209, 1.8809, 5.5397], [1.7966, 1.7204, 4.6281], [2.0962, 1.1022, 2.2464], [-4.9502, -0.1300, -2.2278], [-6.4292, -1.4118, -3.7657], [-5.5369, -3.3958, -4.9507], [-3.1810, -4.0673, -4.6663], [-0.2760, -5.5365, 3.1964], [-0.2012, -4.0054, 3.0643], [1.0846, -3.4868, 3.7202], [-1.4198, -3.3774, 3.7612], [-0.2252, -3.4655, 1.2621], [-0.2325, -1.8495, 1.1869], [-1.7938, -4.1080, 0.4383], [-2.9678, -3.3568, 0.5913], [-4.1860, -3.7952, 0.0788], [-4.2572, -5.0082, -0.5955], [-3.1078, -5.7756, -0.7593], [-1.8919, -5.3265, -0.2508], [1.2952, -4.1085, 0.3293], [1.5692, -5.4708, 0.1325], [2.7025, -5.8964, -0.5544], [3.6069, -4.9677, -1.0540], [3.3771, -3.6118, -0.8577], [2.2364, -3.1990, -0.1746], [-0.3218, -5.8290, 4.2539], [0.6062, -6.0216, 2.7605], [-1.1687, -5.9409, 2.7024], [1.1045, -3.7603, 4.7828], [1.1490, -2.3942, 3.6475], [1.9799, -3.9087, 3.2468], [-1.4182, -3.6395, 4.8277], [-2.3624, -3.7352, 3.3310], [-1.4013, -2.2840, 3.6758], [-2.9225, -2.4115, 1.1290], [-5.0774, -3.1913, 0.2063], [-5.2067, -5.3566, -0.9922], [-3.1635, -6.7342, -1.2653], [-1.0064, -5.9414, -0.3931], [0.8888, -6.2204, 0.5287], [2.8856, -6.9561, -0.6935], [4.4972, -5.2985, -1.5786], [4.0947, -2.8829, -1.2206], [2.0855, -2.1423, -0.0002]],
  "atomic_forces_ev_per_a": [[0.445, -0.164, -0.195], [-0.237, 0.044, 0.011], [-0.164, 0.515, 0.368], [-0.420, -0.110, -0.463], [0.302, 0.001, 0.196], [0.312, -0.031, 0.145], [-0.509, -0.021, -0.336], [0.065, 0.155, 0.023], [0.167, -0.082, -0.354], [-0.140, 0.076, 0.184], [0.000, 0.023, 0.119], [0.012, 0.057, 0.135], [-0.255, -0.043, -0.261], [0.012, 0.230, 0.276], [0.091, 0.078, 0.161], [-0.006, 0.056, 0.059], [-0.095, 0.044, 0.009], [-0.109, 0.001, -0.031], [0.069, -0.170, -0.161], [0.077, -0.068, -0.016], [0.079, -0.127, -0.112], [0.014, -0.047, 0.146], [-0.065, 0.044, 0.003], [0.050, 0.005, -0.002], [0.006, 0.010, -0.066], [-0.063, -0.035, -0.058], [-0.047, -0.041, -0.003], [-0.029, -0.076, -0.008], [0.126, -0.036, 0.005], [0.038, 0.030, 0.028], [-0.038, 0.086, 0.078], [0.028, 0.033, -0.043], [-0.067, -0.218, 0.106], [0.044, 0.014, -0.023], [0.022, -0.011, 0.009], [0.124, 0.406, -0.088], [0.313, -0.754, 0.303], [-0.159, -0.180, -0.106], [0.006, -0.059, -0.105], [0.124, 0.042, -0.031], [0.012, -0.015, -0.065], [0.012, 0.065, 0.049], [-0.054, 0.105, 0.003], [0.155, -0.080, -0.055], [0.003, 0.058, -0.050], [-0.069, 0.042, 0.046], [0.026, 0.024, 0.005], [-0.079, -0.019, 0.040], [-0.041, -0.343, -0.059], [0.010, 0.049, -0.111], [-0.126, 0.069, 0.103], [0.112, 0.047, 0.074], [0.019, 0.036, -0.081], [-0.005, -0.111, 0.027], [-0.116, 0.038, 0.074], [-0.011, 0.044, -0.103], [0.107, 0.016, 0.072], [0.002, -0.100, 0.032], [-0.028, -0.081, -0.063], [0.023, -0.028, 0.009], [0.112, 0.032, 0.065], [0.012, 0.090, 0.007], [-0.147, 0.076, 0.007], [0.123, 0.064, -0.055], [-0.019, 0.061, 0.023], [-0.091, 0.022, 0.041], [-0.067, -0.042, 0.023], [0.001, 0.203, 0.045]],
  "e_homo_ev": -11.031,
  "energy_ha": -1999.8004,
  "orbital_gap_ev": 7.31,
  "spin_multiplicity": 1,
  "e_lumo_ha": -0.1368,
  "charge": 1
}